{
  "formula": "C3H9N4",
  "method": "ωB97M-V/def2-TZVPD",
  "elements": ["H", "C", "H", "N", "N", "N", "H", "H", "H", "C", "H", "H", "H", "C", "H", "N"],
  "positions_angstrom": [[-1.3360, 1.6028, -0.0904], [-0.9282, -0.1803, 2.4723], [-0.6090, -1.0076, 3.0911], [-0.2973, -0.5953, -0.6656], [-0.4918, 1.6623, -0.6463], [1.6603, -0.7563, -1.8243], [-1.4205, 0.5528, 3.0989], [0.1962, -2.2278, -1.8673], [-0.1370, 2.5488, -0.9737], [0.6573, -1.5084, -1.1752], [1.0695, -2.1343, -0.3721], [-1.6251, -0.5477, 1.7262], [1.8683, 1.3110, -2.0948], [1.3448, 0.4559, -1.7131], [-0.0623, 0.2725, 2.0084], [0.1108, 0.5516, -0.9742]],
  "e_above_lowest_kcal_mol": 88.0,
  "largest_force_ev_per_a": 1.69,
  "e_lumo_ev": [-5.650, -5.650],
  "charge": 1
}

{
  "formula": "C3H9N4S",
  "method": "ωB97M-V/def2-TZVPD",
  "elements": ["N", "H", "C", "H", "N", "N", "C", "H", "H", "H", "H", "H", "N", "H", "C", "H", "S"],
  "positions_angstrom": [[-0.1452, 1.3675, -1.1308], [-0.0927, 1.8740, 1.4799], [0.9004, 1.7549, 1.0594], [1.8735, 1.4016, -0.9260], [0.6388, -2.1201, -0.0655], [0.1954, -0.7502, 0.1731], [0.9229, 1.2479, -0.3798], [-3.2077, 0.2208, -0.4467], [1.6162, -2.1929, -0.0233], [0.1583, -2.7204, 0.6714], [-1.4108, -1.3442, -1.0204], [1.2247, 0.9562, 1.5895], [-1.1500, 0.6420, -1.2279], [1.5784, 2.6342, 1.0660], [-1.0327, -0.5700, -0.4830], [0.2022, -2.5025, -0.9762], [-2.2716, 0.1013, 0.6404]],
  "e_above_lowest_kcal_mol": 142.1,
  "largest_force_ev_per_a": 4.69,
  "e_lumo_ev": -4.183,
  "charge": 1
}

{
  "formula": "C3H9N4S",
  "method": "ωB97M-V/def2-TZVPD",
  "elements": ["C", "H", "N", "H", "H", "N", "H", "H", "N", "N", "C", "H", "H", "H", "C", "S", "H"],
  "positions_angstrom": [[-0.9315, -1.8271, 0.1402], [-2.7133, 0.0162, 1.1596], [-1.0108, -0.2708, 0.1307], [2.9774, -0.3958, 0.1294], [-0.1828, 2.2303, -0.7498], [0.8160, -0.9990, -0.9977], [4.0809, 1.0168, 1.0024], [-0.8169, -2.1284, 1.1746], [0.2904, -2.0170, -0.5249], [0.4335, 1.3739, -0.8425], [-2.0348, 0.5983, 0.6812], [-1.7723, -2.4801, -0.4234], [-1.5205, 1.2624, 1.3783], [1.3000, 1.5326, -1.3768], [0.0372, 0.1520, -0.5337], [3.5025, 0.7921, -0.1366], [-2.4548, 1.1436, -0.2109]],
  "e_above_lowest_kcal_mol": 50.7,
  "largest_force_ev_per_a": 3.75,
  "e_lumo_ev": -4.972,
  "charge": 1
}

{
  "formula": "C3H9N4S",
  "method": "ωB97M-V/def2-TZVPD",
  "elements": ["C", "N", "C", "N", "S", "H", "H", "H", "H", "H", "N", "N", "C", "H", "H", "H", "H"],
  "positions_angstrom": [[-1.4960, -0.0586, -0.7204], [0.2982, -1.4415, 0.2831], [1.4856, 0.7447, 0.4287], [-0.3673, 1.7363, -0.3899], [-2.5425, -0.8248, 0.5427], [2.3803, 0.1444, 0.2935], [-0.3508, -1.7247, 1.0157], [2.0225, 1.7777, 0.4241], [0.5874, -2.3484, -0.1646], [-2.4522, 0.1623, 1.3990], [-0.0973, -0.5624, -0.7674], [-1.4532, 1.2986, -0.4338], [0.6745, 0.7316, -0.7516], [1.1784, 0.9645, -1.6851], [-1.9423, -0.2886, -1.6716], [1.1139, -0.9686, 0.8486], [0.9610, 0.6576, 1.3490]],
  "e_above_lowest_kcal_mol": 100.3,
  "largest_force_ev_per_a": 6.03,
  "smiles": "C[C@@H]1N=N[C@H](S)N1[NH3+]",
  "e_lumo_ev": -3.590,
  "charge": 1
}